Entry 1:
{
  "formula": "C3H11NO3",
  "method": "ωB97M-V/def2-TZVPD",
  "lumo_ev": [3.996, 3.908],
  "spin_multiplicity": 2,
  "charge": -1,
  "s_squared": 0.75,
  "homo_lumo_gap_ev": [3.32, 7.81],
  "symbols": ["O", "O", "O", "N", "C", "C", "C", "H", "H", "H", "H", "H", "H", "H", "H", "H", "H", "H"],
  "xyz": [[1.574, 1.160, -1.485], [0.883, -2.202, -0.037], [3.232, -0.773, -0.624], [-0.508, -0.469, 0.652], [-1.696, 1.662, 0.538], [-1.839, 0.094, 0.475], [-0.274, -1.777, 0.360], [-2.678, 2.165, 0.299], [1.357, 0.853, -2.373], [3.635, -1.577, -0.364], [-1.187, -2.356, 0.327], [-1.424, 1.920, 1.560], [-2.351, -0.151, -0.459], [2.338, -0.903, -0.224], [2.207, 0.524, -1.221], [-0.776, 2.070, -0.029], [0.016, 0.050, 1.368], [-2.512, -0.288, 1.236]],
  "forces_ev_per_angstrom": [[-1.152, 1.446, -1.076], [0.173, 0.261, 0.031], [-0.540, 1.142, 0.232], [-0.845, 2.545, -0.309], [0.280, -0.125, -0.073], [1.182, 1.381, -0.161], [0.547, -1.502, 0.366], [1.172, -0.301, 0.059], [-0.209, 0.105, 0.168], [0.698, -1.223, 0.185], [-0.226, -0.565, -0.306], [-0.288, 0.138, 0.353], [0.699, -0.349, -0.308], [-0.341, -0.694, -0.201], [1.267, -0.973, 0.557], [-1.780, -0.904, 0.190], [-0.089, -0.555, -0.331], [-0.547, 0.172, 0.624]]
}

Entry 2:
{
  "formula": "C17H33BrN2P",
  "method": "ωB97M-V/def2-TZVPD",
  "lumo_ev": -5.074,
  "spin_multiplicity": 1,
  "charge": 1,
  "homo_lumo_gap_ev": 6.50,
  "symbols": ["Br", "P", "N", "N", "C", "C", "C", "C", "C", "C", "C", "C", "C", "C", "C", "C", "C", "C", "C", "C", "C", "H", "H", "H", "H", "H", "H", "H", "H", "H", "H", "H", "H", "H", "H", "H", "H", "H", "H", "H", "H", "H", "H", "H", "H", "H", "H", "H", "H", "H", "H", "H", "H", "H"],
  "xyz": [[-0.821, -1.756, -0.694], [2.850, 0.890, 1.887], [-0.543, -1.836, 2.163], [0.501, -1.039, 1.840], [1.244, -0.228, 4.288], [-3.883, -0.837, -3.263], [5.192, 0.049, 3.564], [-4.315, 0.192, -2.215], [0.011, -1.228, 4.714], [4.571, 0.087, 2.048], [-4.192, 0.723, -5.303], [-3.162, 1.033, -1.689], [0.778, -0.997, 0.317], [-3.286, -0.253, -4.548], [-0.883, -2.003, 3.596], [1.450, -0.189, 2.627], [3.084, 2.911, 4.092], [2.037, -2.008, 0.043], [2.796, 2.696, 2.493], [-5.479, 0.084, -5.801], [3.165, -1.452, -1.009], [4.086, -2.209, -0.935], [2.187, 3.516, 4.594], [-1.774, -2.723, 3.912], [3.366, 1.940, 4.681], [-3.142, -1.511, -2.813], [2.587, -2.274, 1.061], [-6.070, 0.816, -6.360], [-3.024, -1.083, -5.215], [-3.639, 1.110, -6.169], [1.800, 3.280, 2.232], [4.024, 3.638, 4.193], [1.920, 0.350, 5.046], [4.508, -0.682, 4.196], [1.567, -3.038, -0.335], [2.716, -1.487, -2.099], [-2.342, 0.253, -4.314], [5.309, 0.593, 1.260], [-4.746, -1.466, -3.513], [0.906, 0.091, -0.091], [-2.699, 1.626, -2.483], [-6.097, -0.279, -4.974], [-5.265, -0.757, -6.467], [-0.256, -1.406, 5.853], [-4.428, 1.592, -4.679], [-2.392, 0.399, -1.238], [-3.522, 1.727, -0.923], [5.272, 1.129, 4.006], [3.475, -0.374, -0.654], [-4.769, -0.341, -1.373], [-5.095, 0.847, -2.620], [4.454, -1.039, 1.672], [6.312, -0.359, 3.481], [3.661, 3.281, 1.915]],
  "forces_ev_per_angstrom": [[1.352, 0.762, 0.690], [-0.557, 0.361, -2.424], [0.516, 0.664, 5.535], [1.333, 2.063, 0.904], [-3.861, -3.612, -3.521], [-0.152, -0.035, -0.081], [0.634, -0.198, -0.807], [-0.024, -0.146, -0.019], [0.928, 0.828, -2.537], [0.958, -1.243, 0.669], [0.150, -0.053, -0.115], [0.003, 0.251, 0.127], [0.538, -0.867, -1.063], [0.101, 0.061, 0.077], [3.664, 2.624, -0.543], [-2.053, -1.792, 5.169], [0.529, 1.560, 0.429], [0.339, -0.934, -0.048], [0.412, 1.309, 1.479], [-0.180, 0.131, -0.031], [-0.487, -0.678, 0.472], [-2.001, 1.822, -0.287], [1.931, -1.659, -0.962], [2.195, 1.788, -1.067], [-0.786, 1.910, -1.171], [-0.044, 0.032, -0.022], [-1.280, 0.766, -1.933], [0.009, -0.154, 0.048], [-0.036, 0.078, 0.038], [-0.038, -0.011, 0.167], [1.974, -1.732, 0.229], [-2.017, -1.643, -0.095], [-1.523, -1.230, -1.731], [1.638, 1.676, -1.060], [1.147, 2.344, 0.808], [1.094, 0.311, 2.248], [-0.032, -0.044, 0.005], [-1.861, -0.783, 1.759], [0.099, 0.045, 0.007], [-0.118, -2.127, 1.234], [-0.008, -0.042, 0.068], [0.031, 0.002, -0.103], [-0.041, 0.033, 0.076], [0.658, 0.446, -2.646], [0.054, -0.068, -0.008], [-0.124, 0.166, -0.117], [0.099, -0.029, -0.070], [-0.323, -2.207, -0.725], [-0.522, -2.155, -1.032], [-0.035, 0.030, -0.083], [0.072, -0.098, 0.009], [0.098, 2.480, 0.750], [-2.580, 0.684, 0.373], [-1.875, -1.689, 0.929]]
}

Entry 3:
{
  "formula": "C9H34BN6O6",
  "method": "ωB97M-V/def2-TZVPD",
  "lumo_ev": 2.713,
  "spin_multiplicity": 1,
  "charge": -1,
  "homo_lumo_gap_ev": 9.85,
  "symbols": ["O", "O", "O", "O", "O", "O", "N", "N", "N", "N", "N", "N", "C", "C", "C", "C", "C", "C", "C", "C", "C", "B", "H", "H", "H", "H", "H", "H", "H", "H", "H", "H", "H", "H", "H", "H", "H", "H", "H", "H", "H", "H", "H", "H", "H", "H", "H", "H", "H", "H", "H", "H", "H", "H", "H", "H"],
  "xyz": [[1.508, 1.082, -4.957], [1.745, -1.934, 4.319], [1.798, 1.637, -0.070], [-2.602, 2.305, 0.717], [1.509, -4.788, -1.814], [-3.373, -1.186, 0.195], [1.965, -2.034, 2.050], [2.060, 0.668, -2.769], [3.672, 1.196, -4.255], [0.234, -0.902, 2.932], [1.877, -2.577, -2.005], [0.168, -3.277, -0.710], [-1.922, 3.698, 2.563], [-2.593, 2.414, 2.139], [1.202, -3.622, -1.520], [2.342, 0.981, -4.068], [-3.548, -2.589, 0.364], [1.237, 2.784, -0.709], [2.407, 3.603, -1.221], [-4.056, -2.800, 1.788], [1.382, -1.589, 3.195], [-0.490, -0.236, -0.270], [1.625, -1.652, -1.705], [-2.538, -2.981, 0.221], [-2.426, 4.516, 2.046], [1.500, -1.879, 1.180], [2.654, -2.744, -2.616], [1.104, 0.558, -2.476], [4.342, 1.051, -3.524], [-1.065, -1.209, -0.142], [0.689, 3.353, 0.050], [2.076, 4.583, -1.569], [-4.956, -2.229, 2.033], [-0.409, -0.028, -1.393], [0.550, 2.633, -1.546], [-0.087, -2.307, -0.509], [-4.211, -3.834, 2.105], [-0.865, 3.667, 2.304], [-1.972, 1.596, 0.509], [2.709, -2.691, 2.213], [-2.032, 3.947, 3.621], [3.095, 3.704, -0.381], [-2.426, -0.952, 0.258], [3.999, 1.577, -5.124], [-0.502, -4.009, -0.551], [0.551, -0.493, 0.131], [-2.094, 1.517, 2.524], [-4.235, -3.012, -0.368], [-3.646, 2.291, 2.410], [-0.026, -0.591, 2.001], [2.880, 3.121, -2.075], [-3.431, -2.346, 2.564], [-0.232, -0.502, 3.728], [-0.949, 0.665, 0.254], [1.005, 1.058, 0.039], [2.803, 0.787, -2.108]],
  "forces_ev_per_angstrom": [[0.398, -0.016, 0.216], [0.064, 0.690, -0.434], [-1.399, -0.146, -0.655], [0.342, 0.142, 0.143], [-0.512, 0.749, 0.344], [-0.860, 0.255, -0.313], [0.835, 0.147, 0.868], [0.266, -0.329, -0.783], [0.955, 0.192, -0.499], [-0.398, 0.628, 0.616], [0.612, 1.032, -0.121], [-0.173, -0.344, 0.350], [-0.514, 0.319, 0.160], [-0.374, -0.923, -0.629], [0.053, -1.684, -0.345], [-1.035, 0.033, 0.200], [0.842, 1.166, 1.177], [0.713, 0.980, 0.309], [-0.277, 0.180, 0.157], [-0.162, 0.085, 1.056], [-0.813, -1.142, -0.103], [0.158, -0.186, -0.480], [0.195, 0.211, -0.339], [-0.233, -0.823, 0.066], [0.266, 0.038, -0.234], [0.219, -0.301, -0.407], [-0.015, 0.095, 0.078], [0.036, 0.042, 0.136], [0.009, 0.038, 0.012], [-1.108, -1.160, 0.376], [-0.087, 0.133, -0.093], [0.024, 0.078, 0.154], [-0.429, -0.249, -0.815], [0.047, 0.341, -1.727], [-0.067, -0.746, 0.154], [0.038, -0.729, -0.372], [-0.046, -0.105, -0.306], [-0.019, 0.134, -0.044], [-0.380, 0.355, -0.360], [-0.099, -0.036, -0.564], [0.096, -0.375, 0.129], [0.267, 0.185, -0.243], [-0.631, -0.289, -0.175], [-0.165, -0.112, -0.025], [0.029, 0.094, 0.190], [1.741, -0.285, 0.745], [0.149, 0.176, 0.316], [0.015, 0.184, -0.162], [0.076, 0.512, 0.524], [0.212, -0.049, 0.323], [0.154, -0.105, 0.142], [0.795, -0.220, -0.448], [0.005, 0.016, -0.133], [-0.398, 1.078, 1.026], [1.062, 0.034, 0.259], [-0.477, 0.014, 0.585]]
}

Entry 4:
{
  "formula": "H16O8",
  "method": "ωB97M-V/def2-TZVPD",
  "lumo_ev": -0.331,
  "spin_multiplicity": 1,
  "charge": 0,
  "smiles": "O.O.O.O.O.O.O.O",
  "homo_lumo_gap_ev": 10.08,
  "symbols": ["O", "O", "O", "O", "O", "O", "O", "O", "H", "H", "H", "H", "H", "H", "H", "H", "H", "H", "H", "H", "H", "H", "H", "H"],
  "xyz": [[0.327, -0.403, 0.963], [-1.218, -1.461, -0.834], [-0.089, 1.209, -1.943], [-1.220, 1.811, 0.480], [2.850, -1.509, 1.025], [-3.447, -1.592, 1.422], [1.678, 1.868, 2.161], [2.094, -0.402, -2.490], [-0.912, 2.679, 0.411], [1.482, 0.964, 1.898], [-0.250, 0.371, 0.895], [2.757, -2.429, 0.794], [-2.625, -1.111, 1.339], [2.672, 0.364, -2.299], [-0.039, -0.979, 0.314], [2.023, -1.032, 0.866], [-0.581, -1.948, -1.355], [-1.759, -2.165, -0.473], [-0.783, 1.237, -1.258], [-0.559, 1.579, -2.709], [1.206, -0.003, -2.235], [2.562, 2.009, 1.911], [-2.040, 1.887, -0.030], [-4.126, -0.942, 1.146]],
  "forces_ev_per_angstrom": [[0.565, 0.919, 1.354], [-0.293, -0.260, -0.247], [-1.126, 0.534, -0.393], [-1.868, -1.544, -0.373], [0.665, 0.518, 0.283], [-0.792, 0.390, -0.420], [-1.795, -0.037, 0.464], [-1.010, 1.330, 0.580], [1.500, 2.269, 0.274], [0.032, -0.186, 0.014], [0.200, 0.135, 0.066], [-0.317, -0.189, -0.185], [0.428, 0.237, 0.180], [-0.208, -0.799, -0.150], [-0.546, -0.813, -0.844], [-0.065, -0.386, -0.036], [0.416, 0.002, -0.601], [-0.556, -0.179, 0.279], [0.894, -0.307, -0.019], [0.507, -0.250, -0.005], [1.327, -0.668, -0.469], [1.791, 0.258, -0.468], [-0.234, -0.372, 0.456], [0.486, -0.603, 0.261]]
}

Entry 5:
{
  "formula": "C7H14N2",
  "method": "ωB97M-V/def2-TZVPD",
  "lumo_ev": [1.078, -0.681],
  "spin_multiplicity": 3,
  "charge": 0,
  "s_squared": 2.01,
  "homo_lumo_gap_ev": [4.79, 8.32],
  "symbols": ["N", "N", "C", "C", "C", "C", "C", "C", "C", "H", "H", "H", "H", "H", "H", "H", "H", "H", "H", "H", "H", "H", "H"],
  "xyz": [[-1.667, 0.170, 0.009], [-0.363, -0.504, -0.069], [-2.616, -0.369, 0.964], [2.854, -0.339, 0.252], [-0.327, 1.867, -0.672], [-1.519, 1.543, -0.170], [-0.502, -1.700, -0.883], [1.721, 0.694, 0.450], [0.534, 0.656, -0.642], [1.133, 0.398, -1.538], [0.260, 2.785, -0.859], [0.401, -2.276, -0.751], [2.288, -1.214, -0.121], [2.250, 1.611, 0.539], [-3.608, -0.659, 0.582], [-2.202, -1.236, 1.489], [-1.308, -2.288, -0.630], [-2.547, 0.327, 1.717], [-0.440, -1.593, -1.977], [3.604, 0.025, -0.392], [1.299, 0.590, 1.410], [3.179, -0.591, 1.244], [-2.420, 2.104, 0.048]],
  "forces_ev_per_angstrom": [[1.673, -0.842, -1.042], [-1.018, 2.331, -1.309], [0.648, -1.842, -0.860], [-3.340, -0.779, 0.554], [7.013, 0.529, -3.329], [-6.912, -0.936, 3.382], [2.894, 0.801, -1.389], [0.300, 0.126, -0.922], [1.439, -1.409, 2.147], [-0.980, -0.222, -0.179], [-1.190, -0.378, 0.467], [0.302, -0.474, 0.629], [1.059, -0.044, -0.164], [-0.049, 1.499, -0.550], [0.451, 0.677, 0.019], [0.190, -0.266, -0.657], [-1.907, -1.093, 0.770], [-1.120, 1.996, 2.003], [-0.736, 0.729, 0.047], [0.925, 0.061, -0.754], [-0.797, -0.426, 1.083], [0.769, -0.176, 0.230], [0.386, 0.137, -0.177]]
}

Entry 6:
{
  "formula": "C27H27BN2O2PdS4Sb",
  "method": "ωB97M-V/def2-TZVPD",
  "lumo_ev": -4.294,
  "spin_multiplicity": 1,
  "charge": 1,
  "homo_lumo_gap_ev": 6.27,
  "symbols": ["Sb", "Pd", "S", "S", "S", "S", "O", "O", "N", "N", "C", "C", "C", "C", "C", "C", "C", "C", "C", "C", "C", "C", "C", "C", "C", "C", "C", "C", "C", "C", "C", "C", "C", "C", "C", "C", "C", "B", "H", "H", "H", "H", "H", "H", "H", "H", "H", "H", "H", "H", "H", "H", "H", "H", "H", "H", "H", "H", "H", "H", "H", "H", "H", "H", "H"],
  "xyz": [[-0.200, 1.827, -1.640], [0.851, 0.364, 1.591], [1.193, 2.788, -0.155], [0.897, 1.598, 3.439], [-1.740, 2.768, 4.395], [-1.396, 0.994, 1.965], [-1.493, -1.779, 1.773], [-0.839, -1.092, 3.872], [2.227, -1.227, 2.681], [3.501, 0.849, 1.212], [-2.383, 3.845, -1.805], [1.051, -0.741, -0.672], [0.412, 2.063, -3.627], [-0.519, -4.714, 4.460], [-0.462, -3.362, 4.799], [1.260, 2.368, -6.241], [1.220, -2.110, -0.454], [0.217, -3.000, -0.796], [-0.077, 2.554, -5.925], [-0.783, 1.890, 3.466], [4.262, -0.318, 1.650], [-1.123, -1.170, -1.618], [2.176, 2.032, -5.253], [-1.202, -2.888, 2.550], [3.633, -0.870, 2.920], [-0.952, -2.526, -1.379], [-3.661, 4.378, -1.729], [1.756, 1.882, -3.941], [-1.274, -4.217, 2.205], [-3.254, 1.682, -1.180], [-0.508, 2.400, -4.614], [-2.182, 2.492, -1.541], [-0.813, -2.476, 3.809], [-4.529, 2.223, -1.102], [-0.916, -5.130, 3.196], [-4.732, 3.567, -1.381], [-0.133, -0.264, -1.251], [-1.221, -0.698, 2.600], [3.774, 1.163, 0.289], [3.640, 1.635, 1.838], [-1.548, 4.489, -2.059], [-1.553, 2.545, -4.368], [-5.364, 1.596, -0.818], [-1.602, -4.534, 1.225], [2.157, -2.479, -0.054], [-0.957, -6.188, 2.977], [4.211, -1.072, 0.859], [-0.172, -3.026, 5.785], [-1.731, -3.219, -1.668], [3.650, -0.098, 3.693], [3.220, 1.895, -5.505], [-5.728, 3.985, -1.320], [-0.786, 2.822, -6.697], [1.737, -1.338, 3.564], [1.593, 2.490, -7.263], [1.884, -0.060, -0.506], [4.216, -1.715, 3.291], [-0.256, -5.454, 5.203], [-2.027, -0.834, -2.111], [2.155, -2.118, 2.200], [0.353, -4.061, -0.632], [-3.819, 5.429, -1.934], [2.475, 1.647, -3.165], [-3.107, 0.638, -0.934], [5.321, -0.116, 1.831]],
  "forces_ev_per_angstrom": [[0.126, -0.025, 0.124], [0.608, -0.070, -0.059], [0.058, 0.094, -0.079], [0.034, 0.044, 0.106], [0.250, -0.153, -0.046], [-0.175, 0.506, -0.037], [-0.110, 0.033, 0.051], [-0.147, 0.051, -0.006], [-0.115, -0.009, 0.062], [0.002, -0.094, 0.105], [-0.033, -0.038, -0.012], [-0.045, -0.027, 0.002], [-0.064, 0.001, -0.091], [0.036, 0.028, 0.096], [0.001, -0.031, -0.022], [0.009, 0.002, -0.023], [0.005, 0.011, 0.024], [-0.031, 0.023, -0.019], [-0.013, -0.002, 0.006], [-0.341, 0.158, -0.119], [-0.080, 0.023, 0.006], [-0.015, 0.039, 0.003], [0.006, -0.004, 0.010], [-0.086, 0.019, -0.176], [0.021, 0.086, -0.055], [0.042, -0.033, -0.009], [0.015, 0.018, -0.004], [-0.008, 0.040, 0.004], [0.017, -0.022, 0.037], [0.021, 0.002, 0.039], [0.008, -0.052, -0.011], [-0.073, 0.062, 0.007], [0.023, 0.117, 0.148], [0.000, -0.007, 0.002], [-0.031, -0.037, -0.094], [-0.022, -0.001, 0.003], [-0.011, -0.022, -0.032], [0.172, -0.810, 0.137], [-0.086, 0.045, -0.026], [0.039, 0.042, -0.025], [-0.006, 0.003, -0.009], [-0.003, 0.008, -0.006], [0.001, -0.001, -0.002], [-0.005, 0.006, 0.004], [0.004, 0.005, -0.003], [-0.002, 0.001, 0.000], [0.012, 0.000, 0.000], [-0.004, 0.001, 0.003], [0.000, -0.002, 0.003], [-0.001, -0.004, 0.003], [-0.002, 0.000, 0.002], [0.003, 0.002, 0.001], [-0.003, -0.001, 0.005], [0.006, -0.024, -0.015], [0.000, -0.001, 0.001], [0.001, 0.014, -0.041], [-0.023, -0.016, -0.005], [-0.003, 0.001, 0.000], [0.005, 0.004, 0.004], [0.018, -0.021, 0.019], [-0.002, 0.002, -0.004], [0.001, -0.003, 0.000], [-0.001, 0.005, 0.004], [0.000, 0.002, -0.012], [-0.002, 0.009, 0.022]]
}

Entry 7:
{
  "formula": "C3H10OS2",
  "method": "ωB97M-V/def2-TZVPD",
  "lumo_ev": 0.460,
  "spin_multiplicity": 1,
  "charge": 0,
  "smiles": "CCO.CSS",
  "homo_lumo_gap_ev": 9.24,
  "symbols": ["S", "S", "O", "C", "C", "C", "H", "H", "H", "H", "H", "H", "H", "H", "H", "H"],
  "xyz": [[1.414, -0.457, -0.944], [2.269, 0.452, 0.774], [-1.377, 0.949, 0.316], [-2.476, 0.269, -0.256], [-3.834, 0.871, 0.164], [0.892, -2.028, -0.147], [0.874, -2.867, -0.835], [-2.388, 0.359, -1.336], [1.170, 1.192, 0.955], [-2.451, -0.793, -0.006], [-4.414, 0.132, 0.715], [-1.241, 0.634, 1.202], [-4.331, 1.427, -0.623], [-0.067, -1.776, 0.314], [1.505, -2.293, 0.713], [-3.684, 1.642, 0.933]],
  "forces_ev_per_angstrom": [[1.078, -0.502, 0.923], [-0.656, -0.231, -1.133], [0.275, 0.286, -0.495], [-0.752, 0.359, -0.040], [0.692, 0.405, 1.162], [-0.409, 0.780, 0.706], [-0.252, 0.140, -0.219], [0.296, -0.055, -0.057], [0.024, 0.209, 0.307], [0.074, -0.097, -0.019], [-0.567, -0.063, -0.630], [-0.042, -0.190, 0.588], [-0.402, -0.532, -0.249], [-0.253, -0.562, -0.394], [0.504, 0.143, -0.318], [0.390, -0.089, -0.132]]
}